Entry 1:
Formula: C21H33AsN2O3PdS3Te
Source: the Open Molecules 2025 dataset
Level of theory: ωB97M-V with the def2-TZVPD basis set

Computed properties:
total charge: +2
multiplicity: 5
E_tot: -4980.94209 a.u.
ΔE to the lowest compared entry with this formula, charge and spin: 0.0 kJ/mol
maximum force: 0.49 eV/Å
frontier orbital gap (alpha / beta): 7.797 / 5.534 eV
LUMO level (alpha / beta): -5.46 / -8.00 eV

Element x y z (Å)
Pd -0.4003 0.3370 0.2962
C 1.4800 2.4566 3.5467
C 0.8413 1.1620 4.0405
S 0.0756 0.0093 2.8469
C 1.3276 -1.2794 2.6413
C 2.5590 -0.8991 1.8382
S 2.1630 -0.2265 0.1964
C 3.1802 1.2693 0.1497
C 2.7082 2.4495 0.9879
S 3.1043 2.3445 2.7578
H 1.6403 3.0805 4.4279
H 0.8089 3.0154 2.8966
H 0.0341 1.3955 4.7353
H 1.5719 0.5603 4.5827
H 0.7853 -2.0789 2.1476
H 1.6156 -1.6144 3.6387
H 3.1733 -1.7866 1.6867
H 3.1504 -0.1492 2.3571
H 3.1971 1.5475 -0.9065
H 4.1945 0.9615 0.4076
H 1.6316 2.5443 0.9070
H 3.1561 3.3620 0.5933
O 0.2519 2.3367 -6.4299
C 0.2323 0.9629 -6.1202
C 0.1067 0.8102 -4.6301
C 0.1052 -0.4534 -4.0532
C -0.0244 -0.5684 -2.6856
N -0.1510 0.4992 -1.8926
C -0.1234 1.7249 -2.4310
C -0.0048 1.9143 -3.7969
C -0.2407 2.8650 -1.4732
C -0.0654 4.1815 -1.8695
C -0.2486 5.2063 -0.9533
C -0.0771 6.6459 -1.3528
O 0.4793 6.6830 -2.6466
C -0.6186 4.8705 0.3452
C -0.7461 3.5401 0.6726
N -0.5385 2.5506 -0.2052
H 0.3485 2.4504 -7.3809
H 1.1467 0.4552 -6.4427
H -0.6127 0.4512 -6.5923
H 0.2094 -1.3459 -4.6584
H -0.0059 -1.5243 -2.1798
H -0.0006 2.9013 -4.2336
H 0.2181 4.4299 -2.8808
H 0.5599 7.1417 -0.6144
H -1.0587 7.1307 -1.3180
H 0.5572 7.5966 -2.9404
H -0.7952 5.6310 1.0963
H -1.0170 3.2384 1.6772
C -0.7338 -4.8176 0.0316
As -1.5452 -3.1247 0.3286
C -2.9341 -2.9261 -0.9793
C -2.2870 -3.1689 2.0878
O -0.3750 -1.9186 0.1795
H -1.4822 -5.6034 0.1253
H 0.0486 -4.9628 0.7726
H -0.3034 -4.8324 -0.9667
H -3.9049 -3.2022 -0.5724
H -2.6973 -3.5790 -1.8173
H -2.9482 -1.8950 -1.3261
H -3.2022 -3.7590 2.0979
H -2.4859 -2.1604 2.4445
H -1.5461 -3.6356 2.7341
Te -3.0048 0.6066 0.6336

Cartesian forces, eV/Å:
0.49 -0.02 0.05
-0.06 -0.02 0.04
0.07 0.03 -0.10
-0.09 -0.08 -0.02
0.09 0.06 0.02
-0.01 -0.03 0.03
-0.10 -0.01 -0.01
0.07 -0.01 -0.01
-0.03 -0.10 -0.06
0.05 0.06 0.06
-0.01 0.00 0.01
0.00 0.00 0.00
0.01 0.05 0.01
-0.02 0.01 0.04
0.00 -0.08 -0.02
0.01 -0.01 0.00
-0.01 -0.03 0.00
-0.02 -0.06 0.02
-0.02 0.01 0.01
0.03 0.07 -0.01
-0.08 0.07 -0.07
0.06 0.00 0.03
0.01 -0.06 -0.05
-0.01 0.12 0.10
-0.01 -0.01 -0.10
0.01 -0.11 0.03
0.04 0.11 0.04
-0.17 -0.09 -0.12
0.01 0.11 0.22
0.05 0.03 -0.08
0.00 -0.17 -0.11
-0.01 0.06 -0.04
0.00 0.11 -0.03
0.03 -0.13 -0.11
-0.03 0.06 0.07
-0.03 0.02 0.05
0.01 -0.07 -0.05
0.06 0.07 0.13
-0.01 0.01 0.02
0.05 0.00 -0.02
-0.04 -0.01 -0.02
0.00 0.03 0.01
-0.04 -0.02 0.02
0.00 -0.03 0.00
-0.01 0.01 0.02
0.05 0.02 0.01
-0.04 0.01 0.00
0.00 -0.02 0.01
0.01 -0.02 -0.03
-0.01 -0.01 0.01
0.08 -0.08 -0.01
0.20 0.27 -0.08
-0.01 0.01 -0.06
-0.01 0.01 0.10
-0.26 -0.19 0.03
0.00 -0.02 0.00
0.04 -0.05 0.00
0.03 -0.03 -0.02
0.01 0.00 0.02
-0.04 0.02 -0.06
-0.04 0.03 -0.03
0.01 0.00 0.01
-0.02 0.03 0.00
-0.03 0.01 0.10
-0.34 0.01 0.02

Entry 2:
Formula: C4H7IOS
Source: the Open Molecules 2025 dataset
Level of theory: ωB97M-V with the def2-TZVPD basis set

Computed properties:
total charge: 0
E_tot: -927.53400 a.u.
ΔE to the lowest compared entry with this formula, charge and spin: 458.0 kJ/mol
maximum force: 4.23 eV/Å
frontier orbital gap (alpha / beta): 7.868 / 8.220 eV
LUMO level (alpha / beta): -0.84 / -0.01 eV

Element x y z (Å)
C 0.9828 -0.6721 0.3017
C -0.1575 -1.5168 -0.0502
C 1.0453 0.6852 -0.3924
C -1.7120 0.8921 0.3319
O -0.9090 1.2006 -2.0337
S -0.5310 1.6507 -0.6955
I -1.3637 1.0725 2.3221
H 1.0828 -0.4985 1.3364
H 1.9629 -1.0517 0.0124
H -0.1531 -1.8544 -1.0061
H -0.3896 -2.2378 0.7968
H 1.5940 1.2122 0.2851
H 1.3363 0.4900 -1.4307
H -2.7880 0.6279 0.2224

Cartesian forces, eV/Å:
-0.30 0.87 -0.81
0.47 -0.45 4.18
-2.35 -1.72 -0.88
-0.25 -1.22 0.83
-0.24 0.16 -1.58
-0.25 -0.66 0.21
0.29 0.26 1.10
-0.22 -0.01 1.39
0.10 -0.73 -0.19
-0.69 -0.98 -2.82
-0.32 0.85 -1.44
2.22 2.21 0.79
0.35 0.94 0.25
1.21 0.48 -1.02

Entry 3:
Formula: C45H28Cl5N4P2PdSSe2
Source: the Open Molecules 2025 dataset
Level of theory: ωB97M-V with the def2-TZVPD basis set

Computed properties:
total charge: +1
multiplicity: 5
E_tot: -10262.95765 a.u.
maximum force: 0.67 eV/Å
frontier orbital gap (alpha / beta): 7.185 / 5.570 eV
LUMO level (alpha / beta): -2.90 / -5.00 eV

Element x y z (Å)
Pd 1.5989 -0.7779 2.3737
Cl 3.7221 -0.9494 4.2498
C 4.4804 -0.8521 2.6960
C 3.6220 -0.7843 1.6096
C 4.2069 -0.7175 0.3556
Cl 3.2350 -0.6115 -1.0699
C 5.5967 -0.7011 0.1996
Cl 6.2929 -0.5825 -1.3683
C 6.4244 -0.7717 1.3169
Cl 8.1294 -0.7545 1.1348
C 5.8616 -0.8495 2.5871
Cl 6.8476 -0.9374 3.9862
S -0.8746 1.1323 5.8645
C 0.0101 2.4978 5.2640
C -0.1036 3.8398 5.6207
C 0.7583 4.7370 5.0256
C 1.7245 4.3097 4.1051
C 1.8277 2.9836 3.7471
C 0.9457 2.0673 4.3185
N 0.9302 0.6960 4.0956
C 0.0689 0.0881 4.8525
C -0.0502 -1.3723 4.8600
C -0.7761 -2.0576 5.8359
C -0.7897 -3.4413 5.8484
C -0.0664 -4.1538 4.9006
C 0.6558 -3.4799 3.9195
C 0.6410 -2.1037 3.9004
H -0.8329 4.1633 6.3523
H 0.6955 5.7857 5.2880
H 2.4003 5.0373 3.6743
H 2.5689 2.6354 3.0410
H -1.3039 -1.4968 6.6004
H -1.3500 -3.9677 6.6105
H -0.0625 -5.2364 4.9180
H 1.2238 -4.0440 3.1912
Se -0.3913 4.3362 -1.5993
P -0.7276 2.3119 -2.3143
C -2.4725 1.9863 -2.6232
C -3.3402 2.3694 -1.5974
C -4.6961 2.1231 -1.7165
C -5.1892 1.4993 -2.8571
C -4.3269 1.1096 -3.8712
C -2.9642 1.3506 -3.7599
C 0.3067 1.9954 -3.7406
C -0.0653 2.3946 -5.0246
C 0.8211 2.2071 -6.0743
C 2.0663 1.6366 -5.8427
C 2.4444 1.2697 -4.5569
C 1.5698 1.4595 -3.5014
C -0.2117 1.4212 -0.8648
C -0.0396 0.1584 -0.3098
N 0.3841 0.3946 0.9552
N 0.4929 1.7001 1.1635
N 0.1482 2.3285 0.0821
P -0.3617 -1.5896 -0.6417
Se 0.8312 -2.7995 0.6640
C -2.1323 -1.7927 -0.2683
C -3.1057 -1.1329 -1.0203
C -4.4441 -1.2602 -0.6872
C -4.8218 -2.0352 0.4013
C -3.8575 -2.6850 1.1554
C -2.5146 -2.5648 0.8251
C -0.0753 -1.9404 -2.3937
C 0.7400 -3.0115 -2.7519
C 0.9682 -3.2884 -4.0923
C 0.3901 -2.4983 -5.0760
C -0.4199 -1.4284 -4.7228
C -0.6513 -1.1492 -3.3862
H -2.9493 2.8625 -0.7144
H -5.3691 2.4183 -0.9222
H -6.2515 1.3137 -2.9541
H -4.7128 0.6177 -4.7546
H -2.2992 1.0196 -4.5461
H -1.0216 2.8688 -5.2046
H 0.5401 2.5140 -7.0734
H 2.7514 1.4913 -6.6684
H 3.4200 0.8375 -4.3720
H 1.8634 1.1903 -2.4957
H -2.8363 -0.5207 -1.8703
H -5.1933 -0.7511 -1.2800
H -5.8689 -2.1310 0.6601
H -4.1465 -3.2900 2.0053
H -1.7626 -3.0721 1.4135
H 1.1970 -3.6174 -1.9815
H 1.6050 -4.1200 -4.3647
H 0.5732 -2.7145 -6.1214
H -0.8700 -0.8111 -5.4913
H -1.2821 -0.3122 -3.1216

Cartesian forces, eV/Å:
-0.38 0.19 -0.52
0.15 -0.15 0.34
-0.22 -0.01 -0.19
0.24 -0.10 0.22
-0.07 0.08 0.13
-0.27 0.00 -0.09
-0.09 0.01 -0.04
0.03 -0.02 0.01
0.09 0.01 -0.06
0.00 -0.01 0.01
0.03 0.01 0.09
0.02 0.00 0.01
0.03 -0.07 0.08
0.01 -0.05 -0.09
-0.02 -0.04 0.02
-0.03 0.04 0.05
0.01 0.00 -0.02
-0.01 -0.08 -0.06
0.01 -0.02 0.14
0.11 0.08 -0.22
-0.08 0.19 0.06
0.01 0.00 -0.11
0.01 0.08 0.02
-0.04 -0.03 0.05
-0.01 0.05 -0.01
0.06 -0.03 -0.03
-0.11 -0.04 0.09
0.02 0.00 -0.03
0.02 -0.04 -0.02
0.00 -0.03 0.00
0.00 0.04 -0.04
-0.02 -0.06 -0.02
0.02 0.02 -0.02
0.01 0.01 0.02
-0.02 -0.03 -0.01
0.01 0.37 0.22
-0.11 -0.48 -0.35
0.06 0.17 0.03
-0.04 0.01 -0.05
0.00 0.02 -0.02
0.01 0.04 0.00
0.00 -0.01 -0.04
-0.04 0.02 -0.01
-0.06 0.00 0.09
0.04 0.01 0.05
-0.05 0.00 0.00
0.02 -0.02 0.02
0.03 -0.01 -0.04
-0.03 -0.09 -0.04
0.18 0.15 -0.08
-0.04 -0.05 0.45
0.29 0.14 0.03
0.00 0.01 -0.17
-0.06 -0.22 0.16
-0.20 -0.20 0.01
0.23 0.15 -0.18
0.04 0.06 0.01
0.00 -0.05 -0.01
-0.02 -0.01 -0.02
0.00 -0.02 0.02
0.00 0.00 0.00
-0.03 0.00 -0.03
0.09 0.11 0.05
-0.04 0.05 0.00
-0.01 0.03 0.00
0.04 -0.05 -0.01
-0.06 0.05 0.03
0.07 -0.08 0.04
-0.03 0.00 -0.01
0.02 0.00 -0.01
0.02 0.01 0.00
0.01 0.00 0.02
0.01 0.07 -0.03
-0.03 -0.02 -0.01
0.01 -0.01 0.02
-0.02 0.00 0.02
-0.03 0.03 -0.01
0.03 -0.02 0.01
-0.05 -0.04 0.05
0.04 -0.05 0.04
0.03 0.00 -0.01
0.01 0.01 -0.02
0.01 0.00 0.03
0.03 -0.01 0.01
-0.02 0.02 0.00
-0.01 0.00 0.04
0.03 0.00 0.01
0.05 -0.11 -0.01

Entry 4:
Formula: C4H7LaO3
Source: the Open Molecules 2025 dataset
Level of theory: ωB97M-V with the def2-TZVPD basis set

Computed properties:
total charge: +1
multiplicity: 2
E_tot: -413.59665 a.u.
ΔE to the lowest compared entry with this formula, charge and spin: 0.0 kJ/mol
maximum force: 1.77 eV/Å
frontier orbital gap (alpha / beta): 7.695 / 5.132 eV
LUMO level (alpha / beta): -4.27 / -6.81 eV

Element x y z (Å)
H 0.2864 -4.3462 -0.0120
O 1.3298 -1.1272 1.5721
C 1.8951 -0.0180 1.4376
C 1.4746 0.8914 0.4322
O 0.5239 0.4692 -0.3678
C -0.7508 1.1520 -0.4904
C -1.7153 0.1207 -1.0680
O -1.7230 -1.0530 -0.3482
La -0.0566 -2.2967 0.2192
H 2.7769 0.2450 2.0391
H 1.7696 1.9414 0.3980
H -0.6103 2.0119 -1.1569
H -1.0493 1.4713 0.5161
H -1.4349 -0.0580 -2.1277
H -2.7162 0.5962 -1.0434

Cartesian forces, eV/Å:
-0.08 -0.41 -0.18
1.23 0.71 1.05
1.02 0.36 -0.23
-0.37 0.60 0.38
0.50 -1.15 0.10
-0.55 0.62 -0.30
-0.45 0.86 -0.48
-0.24 -0.28 -0.05
-0.76 -0.87 -0.49
-0.39 -0.05 0.09
0.08 -0.22 0.06
-0.18 -0.12 0.19
0.06 -0.07 -0.23
-0.23 0.13 0.33
0.36 -0.13 -0.23